[1]
56
Properties=species:S:1:pos:R:3:mulliken_spin:R:1 method="wB97M-V/def2-TZVPD" total_charge=+2 lumo_energy_ev="-8.41 / -12.21" largest_force_ev_per_a=3.64 multiplicity=5 orbital_gap_ev="6.61 / 2.69" e_homo_ha="-0.5523 / -0.5476"
C -2.32110 -1.70494 -1.12411 0.029
N -1.45383 -0.80830 -1.62128 -0.037
N -1.97688 -0.28670 -2.79126 0.082
C -3.17509 -0.84193 -3.00059 0.004
C -3.45649 -1.68343 -1.92689 0.159
B -1.08635 0.58601 -3.71515 0.008
N -0.57783 1.81136 -2.91775 0.082
N 0.06712 1.61046 -1.71184 0.027
C 0.63461 2.77824 -1.33654 0.028
C 0.31056 3.74831 -2.29157 0.213
C -0.40863 3.08527 -3.28550 0.026
Cr 0.24913 -0.16850 -0.98606 3.092
N 0.20201 -0.26164 -3.90532 0.095
N 0.95415 -0.64270 -2.79469 -0.046
C 2.04294 -1.30363 -3.26539 0.026
C 1.96917 -1.36102 -4.66315 0.184
C 0.80642 -0.68732 -5.02171 -0.003
H 2.79890 -1.71693 -2.60810 0.002
H 0.37114 -0.46927 -5.98375 0.001
H 2.65950 -1.84503 -5.33033 0.000
H -1.62197 0.88182 -4.74028 -0.001
H -0.80090 3.38190 -4.24223 0.001
H -3.69451 -0.64229 -3.92233 0.000
H 0.56386 4.79089 -2.26797 -0.002
H -4.33847 -2.24964 -1.75101 0.000
H 1.23647 2.86233 -0.44301 0.001
H -2.07239 -2.30152 -0.26000 -0.001
H 2.60850 -0.21237 -0.63385 -0.013
C 2.87673 0.28747 0.32001 -0.003
H 3.41271 1.22693 0.12777 0.001
H 1.96979 0.52338 0.90409 0.006
H 3.54203 -0.36433 0.90039 0.000
C 2.15800 -1.34498 3.61795 0.001
C 0.91020 -1.32730 2.76387 0.007
C -0.15316 -0.23934 3.07279 -0.002
C -0.86366 -0.44734 4.43800 0.000
C -1.38194 -1.85516 4.69864 0.001
C 0.37135 1.19686 3.02189 0.006
O 1.45768 1.57295 3.44918 0.005
N -0.58697 2.05320 2.46801 0.005
C -1.01126 1.76462 1.14631 0.008
O -1.66769 2.55741 0.48719 0.014
N -0.59738 0.47109 0.80390 -0.012
C -1.06140 -0.32734 1.84778 -0.030
O -2.03586 -1.08477 1.77834 0.036
H 2.69219 -0.39700 3.49268 0.000
H 2.80174 -2.16021 3.26547 0.000
H 1.92497 -1.50209 4.67710 0.000
H 1.21965 -1.21747 1.70867 -0.004
H 0.38447 -2.29324 2.81374 0.001
H -0.11988 -0.18902 5.20915 0.001
H -1.67762 0.28966 4.51762 0.000
H -0.54858 -2.57005 4.68642 0.000
H -1.85589 -1.88329 5.68817 0.000
H -2.12487 -2.13049 3.93882 0.001
H -0.52539 3.04040 2.69770 -0.001

[2]
52
Properties=species:S:1:pos:R:3:mulliken_charge:R:1 method="wB97M-V/def2-TZVPD" lumo_energy_ev=-0.49 largest_force_ev_per_a=1.25 relative_energy_kj_mol=0.0 smiles="CCNC1=CC(=O)c2c(C[C@@H](O)CN)cc(B(N)O)c([C@H](Br)CC)c2C1=O" orbital_gap_ev=8.50 e_homo_ha=-0.3304
C 5.20287 -1.72924 0.92483 -1.133
C 3.90109 -1.53583 1.71086 -0.219
N 3.55232 -0.10939 1.84902 -0.153
C 2.16924 0.18680 1.77190 -0.225
C 1.22806 -0.19507 2.63779 -0.779
C -0.16679 0.26145 2.42742 -0.057
O -0.88010 0.53107 3.36783 -0.572
C -0.59229 0.39632 0.99712 0.334
C -1.90378 0.13399 0.59058 0.710
C -3.02154 -0.32618 1.48993 -1.598
C -3.38696 -1.82234 1.28465 0.297
O -2.39422 -2.55237 0.56898 -0.579
C -3.75948 -2.53668 2.59159 -1.068
N -2.99074 -2.09791 3.76202 -0.434
C -2.17641 0.26210 -0.76895 -0.988
C -1.21224 0.61712 -1.70519 -0.545
B -1.66017 0.68666 -3.21670 0.767
N -2.01726 1.93066 -3.83063 -0.457
O -1.65341 -0.48624 -3.95670 -0.582
C 0.09899 0.88557 -1.28206 0.126
C 1.09099 1.26953 -2.34521 -0.987
Br 2.62845 0.04100 -2.34629 -0.108
C 1.54398 2.74280 -2.34956 -0.427
C 1.46748 3.35600 -3.74472 -1.403
C 0.38963 0.78215 0.06957 1.492
C 1.74418 1.06416 0.62632 0.163
O 2.45233 1.96382 0.24717 -0.578
H 5.07658 -2.42545 0.09757 0.255
H 5.53043 -0.77905 0.51063 0.344
H 6.00160 -2.11847 1.55376 0.335
H 3.07483 -2.03508 1.21340 0.337
H 4.03747 -1.97474 2.70204 0.303
H 3.97217 0.30318 2.66884 0.307
H 1.47868 -0.76770 3.52086 0.498
H -3.89975 0.25254 1.19580 0.441
H -2.83809 -0.11328 2.53316 0.645
H -4.26789 -1.86596 0.64538 0.469
H -1.64507 -2.71317 1.15190 0.322
H -4.82247 -2.42041 2.79466 0.437
H -3.60627 -3.60295 2.39756 0.344
H -3.51906 -2.27429 4.60496 0.206
H -2.13416 -2.62825 3.85300 0.182
H -3.18129 0.03412 -1.10852 0.426
H -2.61352 2.54734 -3.29443 0.226
H -2.43434 1.80269 -4.74593 0.175
H -2.47822 -0.62852 -4.42806 0.288
H 0.65197 1.06135 -3.31576 0.637
H 2.58036 2.76510 -2.02222 0.353
H 0.97529 3.30031 -1.60941 0.443
H 1.49705 4.44276 -3.67900 0.393
H 0.57031 3.05935 -4.28376 0.294
H 2.33914 3.05860 -4.32804 0.340

[3]
94
Properties=species:S:1:pos:R:3:mulliken_charge:R:1 method="wB97M-V/def2-TZVPD" total_charge=+1 lumo_energy_ev="-4.87 / -4.96" largest_force_ev_per_a=2.54 orbital_gap_ev="5.05 / 4.97" e_homo_ha="-0.3647 / -0.3649"
Pb -0.47733 -0.22952 0.14166 1.031
C 3.52465 -2.12260 6.92760 -1.663
C 4.08246 -1.10234 5.92348 1.823
C 4.51289 0.17916 6.65946 -1.559
C 5.31226 -1.70789 5.24217 -1.993
C 2.99248 -0.74054 4.93843 -0.425
C 3.09181 -0.99346 3.57129 -0.293
C 2.11944 -0.54707 2.71102 -0.660
Se 2.27584 -0.93919 0.81352 0.162
C 3.05104 0.76933 0.41404 0.108
C 4.37508 0.94428 0.72268 -0.231
C 5.00093 2.16176 0.45977 -0.645
C 4.18008 3.21394 0.04023 -0.505
C 2.82757 3.10343 -0.21460 -0.029
C 2.22498 1.78938 -0.17662 0.884
O 1.08637 1.50861 -0.64678 -0.655
C 2.05066 4.37870 -0.51235 2.229
C 2.58716 4.99896 -1.81326 -1.776
C 2.27999 5.35214 0.65901 -1.741
C 0.54019 4.17422 -0.65511 -2.176
C 6.50152 2.27168 0.61378 2.042
C 7.00976 3.70103 0.41517 -2.135
C 7.15481 1.37295 -0.45224 -1.686
C 6.92137 1.79555 2.01273 -1.771
C 0.96115 0.17132 3.15447 1.037
O 0.15743 0.71359 2.34491 -0.359
C 0.78130 0.26023 4.58691 -0.630
C 1.80858 -0.14533 5.40184 -0.264
C -0.51083 0.84375 5.12641 2.321
C -0.53408 0.90175 6.65673 -2.262
C -1.65813 -0.07094 4.66624 -1.536
C -0.73005 2.26955 4.59877 -1.526
H 4.30009 -2.41971 7.62828 0.479
H 2.69437 -1.71457 7.49651 0.331
H 3.17598 -3.00863 6.40260 0.364
H 5.33114 -0.03589 7.34156 0.477
H 4.85177 0.92929 5.94804 0.323
H 3.69758 0.60079 7.23951 0.336
H 6.07232 -1.92447 5.98892 0.446
H 5.06165 -2.64132 4.74419 0.408
H 5.74343 -1.01844 4.51955 0.307
H 3.92000 -1.55343 3.16800 0.623
H 4.93032 0.10691 1.11949 0.447
H 4.63210 4.18528 -0.07459 0.449
H 3.64546 5.23212 -1.73464 0.348
H 2.44965 4.31160 -2.64499 0.366
H 2.05218 5.91955 -2.03266 0.477
H 3.32664 5.62531 0.75677 0.363
H 1.70703 6.26228 0.50033 0.475
H 1.95345 4.89786 1.59266 0.355
H 0.30409 3.56688 -1.52432 0.425
H 0.12704 3.68968 0.22662 0.263
H 0.05675 5.14331 -0.76884 0.604
H 6.78884 4.06007 -0.58694 0.417
H 6.57440 4.37782 1.14724 0.422
H 8.08902 3.71877 0.54280 0.454
H 6.87160 1.70364 -1.44924 0.398
H 8.23665 1.43264 -0.36429 0.450
H 6.85884 0.33319 -0.33775 0.340
H 6.40264 2.36778 2.77912 0.381
H 6.71081 0.74045 2.16445 0.377
H 7.99125 1.94276 2.13422 0.503
H 1.69697 -0.00636 6.46261 0.553
H -0.41951 -0.08938 7.08893 0.427
H 0.24438 1.55745 7.03980 0.420
H -1.49331 1.29785 6.98076 0.451
H -1.50717 -1.08102 5.04213 0.348
H -2.60158 0.30341 5.05491 0.471
H -1.72462 -0.10933 3.58256 0.199
H 0.07093 2.92268 4.93900 0.351
H -0.75347 2.27994 3.51273 0.091
H -1.67415 2.65798 4.97293 0.504
C -2.06838 -0.62912 -4.32231 -1.674
C -1.71150 -0.14379 -2.95441 0.409
N -0.97078 -0.86837 -2.18331 0.972
N -0.51294 -2.03409 -2.59660 -1.478
C -0.11204 -2.96090 -1.77468 0.692
N 0.50605 -4.03142 -2.28072 -0.400
S -0.42464 -2.95428 -0.07066 -0.580
C -2.20153 1.12973 -2.43794 0.547
C -2.76048 2.10217 -3.27365 -0.717
C -3.24084 3.27603 -2.72009 -0.512
C -3.16537 3.45262 -1.34676 -0.634
C -2.59027 2.44552 -0.58843 -0.271
N -2.12186 1.32943 -1.11517 -0.139
H -2.13134 -1.71504 -4.28651 0.438
H -3.00811 -0.22366 -4.67751 0.500
H -1.27880 -0.37117 -5.02735 0.299
H 0.64617 -4.11159 -3.27328 0.238
H 0.78735 -4.77885 -1.67045 0.202
H -2.80323 1.94839 -4.33869 0.405
H -3.66810 4.04237 -3.34969 0.447
H -3.54574 4.34138 -0.87268 0.458
H -2.50965 2.52734 0.48638 0.461

[4]
131
Properties=species:S:1:pos:R:3:mulliken_charge:R:1 method="wB97M-V/def2-TZVPD" lumo_energy_ev=0.53 largest_force_ev_per_a=2.51 smiles="COCCCCCCCCC[C@@H](OCC[C@H](O)CN)[C@@H](N)CCC(F)(F)C(F)(F)C(F)(F)C(F)(F)C(F)(F)C(F)(F)F.CC(C)=O.CC(C)=O.CC(C)=O.CC(C)=O.CC(C)=O" orbital_gap_ev=9.22 e_homo_ha=-0.3191
C 0.51879 4.10810 -0.59125 -0.821
O -0.35916 3.02358 -0.84479 -0.465
C -1.72626 3.41433 -0.86604 -0.666
C -2.20517 3.83528 -2.27887 -0.576
C -3.65986 3.33992 -2.50035 -0.989
C -3.76718 2.22140 -3.53960 -0.809
C -3.00076 0.93323 -3.10257 0.512
C -2.15078 0.32013 -4.23633 0.378
C -2.88874 -0.76945 -5.02639 -1.278
C -2.99497 -2.11936 -4.30863 -0.704
C -1.62363 -2.76345 -3.96314 -1.196
C -1.24059 -2.53787 -2.46012 0.291
O -1.29868 -3.74261 -1.69094 -0.483
C -2.50328 -3.77213 -0.92857 -0.191
C -2.67920 -5.11704 -0.22596 -0.554
C -3.55584 -4.93191 1.02825 -0.137
O -3.41680 -6.03741 1.92074 -0.572
C -5.03253 -4.84189 0.67886 -0.578
N -5.81762 -4.37791 1.84198 -0.619
C 0.11209 -1.77327 -2.26789 -0.332
N -0.09109 -0.74677 -1.21330 -0.366
C 1.20967 -2.70534 -1.68728 -0.750
C 2.49042 -1.86721 -1.67327 -1.484
C 3.65324 -2.46901 -0.87090 0.972
F 4.73889 -1.71858 -1.16567 -0.392
F 3.87355 -3.68866 -1.40532 -0.312
C 3.31685 -2.57783 0.64299 0.656
F 2.42036 -1.63295 0.90784 -0.331
F 2.66446 -3.72721 0.83340 -0.366
C 4.44876 -2.43833 1.70711 0.700
F 3.89333 -1.80029 2.75515 -0.327
F 5.48414 -1.68089 1.35505 -0.284
C 5.01938 -3.74455 2.34518 0.707
F 5.92201 -3.34019 3.24450 -0.349
F 4.10635 -4.38671 3.05389 -0.312
C 5.71385 -4.77465 1.42474 0.476
F 4.88365 -5.39719 0.60772 -0.213
F 6.19432 -5.72015 2.23802 -0.314
C 6.92843 -4.27918 0.57766 0.600
F 7.70440 -3.42679 1.20051 -0.243
F 6.56648 -3.80410 -0.58245 -0.184
F 7.66670 -5.35335 0.31972 -0.288
H 0.91689 4.04167 0.42837 0.284
H 1.34654 4.10209 -1.30471 0.245
H -0.00319 5.06851 -0.67254 0.377
H -2.29065 2.53738 -0.53047 0.328
H -1.91253 4.19465 -0.12242 0.725
H -2.12332 4.91984 -2.35702 0.395
H -1.53248 3.34542 -2.98849 0.317
H -4.10466 3.05749 -1.54237 0.396
H -4.24089 4.19662 -2.86185 0.410
H -3.42713 2.54939 -4.52112 0.438
H -4.82571 1.94040 -3.56473 0.312
H -3.69616 0.19311 -2.69199 0.526
H -2.37536 1.23725 -2.25774 -0.887
H -1.94763 1.13783 -4.93536 0.670
H -1.17127 0.00585 -3.87179 -0.573
H -2.38621 -0.86449 -5.99333 0.416
H -3.90661 -0.41140 -5.22395 0.351
H -3.50130 -2.81340 -4.98899 0.339
H -3.64494 -2.02738 -3.43443 0.400
H -0.82594 -2.38262 -4.60316 0.437
H -1.73457 -3.84123 -4.10320 0.520
H -2.01731 -1.87366 -2.07153 0.533
H -3.37004 -3.61095 -1.57719 0.139
H -2.42478 -2.99553 -0.15473 0.271
H -1.73508 -5.53703 0.12483 0.276
H -3.20720 -5.83472 -0.85674 0.244
H -3.29660 -4.00005 1.55284 0.527
H -2.77527 -5.76467 2.58753 0.361
H -5.22408 -4.17034 -0.17119 0.282
H -5.43189 -5.82896 0.42969 0.314
H -5.36522 -3.57744 2.27343 0.217
H -6.73041 -4.06168 1.53485 0.226
H 0.41621 -1.30621 -3.20472 0.427
H -0.82755 -0.11288 -1.50296 -0.047
H -0.38719 -1.24992 -0.38236 0.277
H 1.31673 -3.52072 -2.40424 0.313
H 0.83701 -3.01363 -0.71518 0.383
H 2.33227 -0.81908 -1.42522 0.543
H 2.86795 -1.86243 -2.70090 0.531
C -4.21142 7.57317 0.57882 -1.116
C -3.56447 6.60375 1.53850 0.841
C -3.61763 6.95131 2.99681 -1.094
O -3.02999 5.58976 1.14036 -0.536
H -4.10288 7.20213 -0.43954 0.228
H -5.27419 7.66991 0.80828 0.308
H -3.72827 8.54862 0.65189 0.399
H -4.65573 7.01752 3.31644 0.341
H -3.10572 7.90135 3.17403 0.392
H -3.12110 6.17304 3.57344 0.254
C 5.03725 -3.12574 7.68255 -1.072
C 3.70256 -2.56746 7.24946 0.744
C 3.64282 -1.91289 5.89128 -0.544
O 2.72671 -2.64288 7.95971 -0.562
H 4.93991 -3.56602 8.67304 0.320
H 5.36339 -3.89802 6.98362 0.275
H 5.78054 -2.32766 7.72286 0.310
H 3.90897 -2.63448 5.11936 -0.151
H 4.32665 -1.06276 5.85567 0.334
H 2.63101 -1.55740 5.70590 0.325
C 6.56718 0.70960 2.65217 -0.729
C 6.38523 2.17724 2.34783 0.721
C 7.63610 3.01648 2.23712 -1.139
O 5.28686 2.65947 2.19895 -0.555
H 5.59490 0.23196 2.70484 0.018
H 7.15291 0.23473 1.86368 0.288
H 7.07172 0.58866 3.61290 0.427
H 8.26854 2.63991 1.43136 0.316
H 8.18655 2.99252 3.17912 0.316
H 7.36130 4.04612 2.01656 0.316
C 4.07623 0.50583 -4.34379 -0.709
C 2.77917 1.06401 -4.87848 0.820
C 2.81471 1.69613 -6.24888 -1.318
O 1.75526 1.00520 -4.23659 -0.399
H 3.90333 0.08638 -3.35524 -0.086
H 4.44114 -0.28242 -5.00503 0.334
H 4.82208 1.29825 -4.26372 0.420
H 3.13016 0.96095 -6.99119 0.348
H 3.50405 2.54205 -6.25225 0.370
H 1.81941 2.05260 -6.50754 0.289
C -7.93178 4.52363 4.27075 -1.177
C -6.88604 4.96673 3.27930 0.758
C -6.96963 4.39460 1.88647 -0.878
O -6.01329 5.74969 3.58729 -0.536
H -7.75202 5.01020 5.22737 0.312
H -8.92486 4.80199 3.91448 0.324
H -7.87964 3.44269 4.40975 0.328
H -7.92172 4.66726 1.42794 0.354
H -6.87613 3.30830 1.92380 0.341
H -6.15857 4.79517 1.27997 0.078